[1]
ORCA calculation (the ωB97M-V functional and the def2-TZVPD basis) on C51H29F5I4N7NaOS as an isolated structure.

Structure (XYZ):
```
99
Properties=species:S:1:pos:R:3:forces:R:3
Na 0.6937 0.1736 0.0691 -0.007 0.005 0.555
I -3.8013 -0.4237 8.6610 0.155 0.007 -0.196
C -2.5613 -0.2372 6.9574 -0.222 -0.009 0.248
C -3.1436 -0.0116 5.7215 -0.033 -0.007 0.009
C -2.3253 0.1234 4.6101 0.054 -0.011 0.032
C -0.9360 0.0366 4.7238 -0.087 -0.032 -0.021
C -0.3842 -0.1948 5.9812 -0.021 0.038 -0.048
C -1.1902 -0.3324 7.1039 0.080 -0.016 0.037
C -0.1051 0.1767 3.4977 0.075 -0.018 -0.104
C 0.5594 -0.9748 3.0397 0.079 -0.043 0.032
C 0.5275 -2.2731 3.6981 0.045 0.026 0.017
C 1.2940 -3.0982 2.9473 0.042 0.033 0.034
C 1.7784 -2.3059 1.8235 0.040 -0.118 0.017
C 2.5727 -2.8185 0.7709 -0.230 0.196 0.055
C 3.1544 -4.1651 0.9771 0.109 -0.105 0.066
C 2.9089 -5.2248 0.1025 -0.110 0.050 0.042
C 3.4496 -6.4832 0.3235 0.011 -0.002 -0.039
C 4.2510 -6.6826 1.4330 0.140 -0.344 0.059
I 5.0779 -8.5997 1.7809 -0.103 0.243 -0.043
C 4.5197 -5.6586 2.3236 0.023 0.019 0.021
C 3.9716 -4.4078 2.0864 -0.075 -0.003 -0.098
C 2.8461 -2.1507 -0.4365 0.089 -0.055 0.033
N 2.3740 -0.9339 -0.7627 0.424 -0.113 -0.263
C 2.8706 -0.6151 -1.9751 -0.030 -0.122 -0.002
C 2.6785 0.5977 -2.6536 -0.103 0.142 -0.024
C 3.3070 0.7184 -4.0063 0.218 0.099 0.108
C 2.6303 0.4128 -5.1813 -0.089 -0.026 -0.003
C 3.2353 0.5978 -6.4195 -0.014 0.007 -0.014
C 4.5264 1.0891 -6.4701 0.162 0.020 -0.322
I 5.4425 1.3883 -8.3551 -0.104 -0.037 0.238
C 5.2350 1.3874 -5.3193 0.012 0.017 0.050
C 4.6152 1.1968 -4.0933 -0.058 -0.045 -0.079
C 2.0817 1.7757 -2.1624 0.047 0.038 0.045
C 2.1016 3.0531 -2.8672 0.021 0.013 -0.006
C 1.6193 3.9756 -2.0032 0.039 0.019 -0.111
C 1.2660 3.2523 -0.7881 -0.005 0.030 0.084
N 1.5420 1.9435 -0.9345 0.326 0.153 -0.384
C 0.7641 3.8199 0.3985 -0.079 -0.311 0.004
C 0.3656 3.0842 1.5392 -0.215 0.136 -0.089
C -0.3369 3.6684 2.6774 0.047 -0.004 0.005
C -0.6391 2.6439 3.5083 0.023 0.055 0.003
C -0.1026 1.4427 2.8851 0.074 0.097 0.082
N 0.4692 1.7496 1.7000 0.000 0.130 0.243
C 0.7053 5.2983 0.4947 0.057 0.145 0.144
C 1.4427 5.9408 1.4974 -0.068 -0.047 -0.109
C 1.4473 7.3196 1.6308 -0.008 -0.005 0.020
C 0.6984 8.0766 0.7459 0.024 0.318 0.066
I 0.7117 10.1851 0.9154 -0.016 -0.271 -0.013
C -0.0552 7.4788 -0.2469 -0.041 0.057 -0.061
C -0.0454 6.0961 -0.3687 -0.064 -0.055 0.040
C 3.7024 -1.7049 -2.4701 0.082 -0.011 -0.016
C 3.7056 -2.6520 -1.5046 0.009 -0.013 -0.076
N 1.3041 -1.0473 1.9106 -0.004 -0.084 0.179
H -4.2198 0.0468 5.6258 0.012 0.021 -0.021
H -2.7496 0.2800 3.6254 -0.011 -0.004 -0.002
H 0.6926 -0.2546 6.0804 0.001 -0.028 -0.014
H -0.7489 -0.5085 8.0760 -0.010 0.012 -0.003
H -0.0173 -2.5138 4.5979 -0.012 -0.059 -0.018
H 1.4679 -4.1508 3.1054 0.008 -0.009 0.022
H 2.2528 -5.0634 -0.7437 0.011 0.016 -0.007
H 3.2358 -7.2982 -0.3547 -0.006 0.012 -0.006
H 5.1484 -5.8273 3.1877 0.001 -0.001 -0.008
H 4.1729 -3.5928 2.7694 0.003 0.007 0.010
H 1.6168 0.0331 -5.1318 0.046 0.030 0.029
H 2.6991 0.3706 -7.3309 -0.023 -0.013 0.021
H 6.2452 1.7712 -5.3693 -0.002 -0.015 -0.025
H 5.1451 1.4262 -3.1771 -0.002 0.026 -0.002
H 2.4534 3.2197 -3.8740 0.005 0.021 0.003
H 1.5122 5.0339 -2.1826 0.027 -0.002 0.020
H -0.5899 4.7101 2.7982 0.004 0.010 0.051
H -1.1481 2.6943 4.4592 -0.024 0.023 -0.026
H 2.0231 5.3328 2.1788 0.023 -0.004 0.002
H 2.0272 7.7897 2.4136 0.007 0.018 -0.022
H -0.6583 8.0818 -0.9127 0.021 -0.025 -0.026
H -0.6530 5.6296 -1.1337 0.021 -0.052 0.005
H 4.2347 -1.7214 -3.4098 -0.017 -0.021 0.010
H 4.2435 -3.5873 -1.5111 0.009 0.008 0.001
N -2.1954 -1.0591 1.1685 0.206 0.226 -0.117
N -3.0059 -2.1727 0.9343 -0.095 -0.002 0.009
C -2.6050 -3.3997 0.5785 0.090 -0.023 -0.170
N -3.6060 -4.3527 0.6135 -0.169 0.067 0.095
S -1.0576 -3.8080 0.1545 0.132 0.015 0.052
H -1.9134 -0.6350 0.2721 -0.153 -0.124 -0.036
H -1.3212 -1.3721 1.5857 -0.090 -0.202 0.168
H -3.9621 -2.0361 1.2106 -0.056 -0.037 0.114
H -4.5614 -4.0356 0.5402 0.022 0.008 -0.065
H -3.3842 -5.1734 0.0785 0.026 -0.031 -0.013
F -3.0797 2.3292 -5.6382 0.019 0.020 -0.046
C -2.5351 1.7293 -4.5528 0.013 -0.017 0.040
C -1.5399 0.7760 -4.6853 -0.121 0.159 0.081
F -1.0975 0.4578 -5.9178 0.060 -0.054 -0.103
C -1.0030 0.1592 -3.5777 0.029 -0.082 0.264
F -0.0377 -0.7616 -3.7761 -0.018 -0.067 -0.019
C -1.4138 0.4308 -2.2398 -0.123 0.241 -0.381
O -0.9170 -0.1370 -1.2235 -0.688 -0.126 -0.404
C -2.4384 1.4202 -2.1737 0.217 -0.188 0.113
F -2.9011 1.7622 -0.9549 -0.077 0.055 0.044
C -2.9717 2.0453 -3.2777 0.040 -0.046 -0.109
F -3.9335 2.9782 -3.1322 -0.079 0.048 0.040
```
Positions in Å, forces in eV/Å.

Values from the calculation:
energy relative to the best compared isomer or geometry (same formula, charge and spin) = 7.4 kcal per mole
LUMO = 2.98 eV
DFT total energy = -127080.56346 eV
orbital gap = 4.67 eV
net charge = -2
F_max = 0.8 eV Å⁻¹

---

[2]
ORCA calculation (the ωB97M-V functional and the def2-TZVPD basis) on C51H30Cl5N4Pd as an isolated structure in a non-equilibrium geometry.

Structure (XYZ):
```
91
Properties=species:S:1:pos:R:3:forces:R:3
Pd 0.4235 -0.6673 0.2408 -0.718 -0.837 0.318
Cl 3.7341 -9.2947 -1.9955 -0.013 -0.068 -0.053
C 3.0089 -7.7477 -1.7771 -0.142 0.305 0.072
C 1.7381 -7.4883 -2.2809 0.179 -0.188 0.012
C 1.1596 -6.2492 -2.0834 0.148 0.225 0.004
C 1.8311 -5.2511 -1.3737 0.179 -0.378 -0.055
C 3.1117 -5.5324 -0.8849 -0.265 -0.015 0.025
C 3.6992 -6.7612 -1.0831 0.031 -0.269 -0.083
C 1.2538 -3.9424 -1.0486 0.044 0.456 0.051
C 2.1067 -2.8310 -1.2369 0.125 0.373 0.168
C 3.2858 -2.8798 -2.0527 0.470 0.590 -0.256
C 3.9292 -1.6924 -1.8981 -0.095 -0.688 -0.333
C 3.1643 -0.9269 -0.9607 0.252 0.484 0.284
C 3.6585 0.2409 -0.3556 -0.222 -1.066 -0.629
C 4.9090 0.8274 -0.8631 0.250 0.204 -0.032
C 6.0437 0.8393 -0.0535 -0.106 -0.086 -0.172
C 7.2052 1.4484 -0.4848 0.097 0.104 -0.070
C 7.2261 2.0809 -1.7210 -0.276 -0.175 0.063
Cl 8.6627 2.8671 -2.2503 0.130 0.081 -0.059
C 6.0988 2.0809 -2.5322 0.247 0.077 -0.013
C 4.9479 1.4455 -2.1103 -0.057 -0.110 0.262
C 3.0883 0.8562 0.7663 -0.976 0.156 1.132
N 1.9142 0.4589 1.3148 0.387 0.178 -0.757
C 1.6716 1.2356 2.4084 -0.070 0.109 0.288
C 0.5174 0.9861 3.1892 0.538 -0.223 -0.539
C 0.4438 1.1480 4.6082 -0.063 0.091 0.479
C 1.5707 1.4813 5.3883 -0.143 -0.029 -0.219
C 1.4668 1.6843 6.7440 -0.059 -0.031 0.142
C 0.2348 1.5091 7.3721 0.006 -0.155 -0.334
Cl 0.0895 1.7424 9.0655 0.021 0.014 0.002
C -0.8744 1.0989 6.6339 -0.042 0.065 0.270
C -0.7763 0.9308 5.2751 0.194 0.141 -0.198
C -0.5599 0.4349 2.4086 -0.395 0.125 -0.743
C -0.8468 0.8620 1.0417 -0.758 0.488 0.176
C -1.7691 -0.0700 0.5489 0.281 0.830 -0.186
C -1.9871 -0.9868 1.6337 0.776 0.485 0.567
N -1.3207 -0.6222 2.7402 -0.522 -0.965 0.415
C -2.5381 -2.3270 1.4798 0.793 -0.417 -0.414
C -1.7558 -3.1735 0.7008 -0.282 0.250 0.204
C -1.8308 -4.6155 0.6719 0.183 -0.351 -0.216
C -0.7419 -5.0510 0.0020 -0.515 -0.082 0.220
C 0.0079 -3.8833 -0.4033 -0.700 0.436 0.433
N -0.6249 -2.7667 0.0233 0.534 0.248 -0.239
C -3.6962 -2.7184 2.2437 -0.476 -0.193 0.291
C -4.6337 -3.6444 1.7609 0.190 0.236 0.080
C -5.7446 -3.9679 2.5084 -0.184 0.028 0.255
C -5.9357 -3.3789 3.7550 0.363 0.115 -0.162
Cl -7.3362 -3.7513 4.6731 -0.149 -0.088 0.098
C -5.0052 -2.4740 4.2606 -0.232 -0.128 0.004
C -3.9095 -2.1334 3.5033 0.125 -0.141 -0.277
C 2.7389 2.1720 2.5523 0.132 0.098 0.029
C 3.6061 1.9585 1.5242 -0.117 -0.042 0.143
N 2.0389 -1.6309 -0.6158 0.300 -0.272 -0.126
H 1.2075 -8.2586 -2.8199 0.007 -0.039 -0.071
H 0.1928 -6.0426 -2.5151 -0.162 0.007 0.000
H 3.6303 -4.7816 -0.3090 0.090 0.024 0.059
H 4.6832 -6.9585 -0.6897 0.096 -0.098 0.030
H 3.5684 -3.7041 -2.6756 0.098 -0.110 -0.131
H 4.8616 -1.3917 -2.3343 0.143 0.053 -0.092
H 6.0134 0.3469 0.9086 0.036 0.001 0.070
H 8.0883 1.4467 0.1348 0.091 0.004 0.027
H 6.1245 2.5855 -3.4828 0.038 0.066 -0.161
H 4.0617 1.4560 -2.7282 -0.067 -0.002 -0.088
H 2.5403 1.5493 4.9234 0.078 0.013 -0.008
H 2.3398 1.9443 7.3232 0.008 0.022 0.070
H -1.8103 0.9175 7.1357 -0.113 0.025 0.101
H -1.6319 0.6185 4.6979 -0.110 0.057 0.091
H -0.6599 1.8556 0.6509 0.186 -0.257 -0.043
H -2.3700 0.0142 -0.3450 0.182 -0.125 -0.044
H -2.5785 -5.2044 1.1674 -0.054 -0.133 0.046
H -0.4388 -6.0634 -0.1783 -0.034 -0.172 0.087
H -4.5196 -4.0719 0.7771 0.035 -0.011 -0.107
H -6.4781 -4.6629 2.1320 -0.076 -0.051 -0.045
H -5.1461 -2.0414 5.2386 -0.083 0.020 0.075
H -3.1678 -1.4489 3.8868 -0.060 0.041 0.068
H 2.7805 2.9511 3.2837 0.093 0.224 0.212
H 4.5143 2.4873 1.3166 0.124 0.197 -0.057
Cl -0.8793 0.6671 -4.2309 -0.064 -0.200 -0.102
C -0.6759 2.2391 -3.5530 0.158 0.325 0.278
C -1.1807 3.3332 -4.2242 -0.046 -0.027 0.002
C -1.0175 4.6083 -3.6971 0.018 -0.049 0.110
C -0.3683 4.7859 -2.4747 -0.109 0.068 -0.094
C 0.1506 3.7084 -1.8091 -0.007 -0.333 -0.147
C 0.0583 2.3867 -2.3380 -0.370 0.417 -0.321
C 0.7218 1.3365 -1.7209 0.551 -0.016 -0.411
H -1.7003 3.1963 -5.1620 0.005 -0.054 -0.013
H -1.3968 5.4640 -4.2311 -0.090 0.069 -0.085
H -0.2719 5.7763 -2.0600 0.036 0.126 0.049
H 0.6730 3.8429 -0.8730 0.104 0.020 0.108
H 1.4389 1.6047 -0.9530 -0.186 -0.228 -0.030
H 0.7623 0.3682 -2.2121 0.053 0.130 0.247
```
Positions in Å, forces in eV/Å.

Values from the calculation:
LUMO (spin up / spin down) = -4.56 / -5.43 eV
DFT total energy = -125417.31441 eV
orbital gap (spin up / spin down) = 4.81 / 5.35 eV
net charge = +1
spin multiplicity = 5
F_max = 1.5 eV Å⁻¹

---

Q: Which of these has the lowest F_max?
A: C51H29F5I4N7NaOS